Record 1
C28H28BCl2F5N6O4STc | wB97M-V/def2-TZVPD

Calculated values
**Total energy**: -98957.57715 eV
**Gap between HOMO and LUMO (spin up / spin down)**: 7.809 / 4.825 eV
**Charge**: 0
**Lowest unoccupied orbital energy (spin up / spin down)**: -0.0386 / -2.9985 eV
**2S+1**: 4

Each line ends with the Mulliken charge.
Positions of all 76 atoms, in Å:
Tc: -0.74 -0.22 0.18  -0.66
Cl: -1.22 -5.92 -4.61  -0.24
Cl: -3.78 0.94 -0.31  1.80
S: 2.46 1.91 -1.86  -0.10
F: 4.26 1.49 -4.17  -0.32
F: 0.52 -0.45 -1.96  0.81
F: 0.83 -2.61 -3.47  0.09
F: 4.50 -0.71 -5.67  -0.28
F: 2.79 -2.77 -5.31  -0.28
O: -3.27 1.80 0.70  -0.63
O: -4.83 0.12 0.20  -0.70
O: -2.69 0.00 -0.76  -0.46
O: -4.20 1.66 -1.45  -0.67
N: -0.68 1.00 2.82  0.38
N: -1.33 0.04 2.11  1.07
N: 1.16 -0.23 0.93  1.07
N: -0.41 1.87 -0.16  2.02
N: 1.52 0.85 1.67  0.47
N: -0.12 2.58 0.95  0.74
C: -1.24 2.33 -2.47  -1.29
C: 2.85 0.88 1.83  0.99
C: -1.90 -3.72 -3.20  -1.10
C: -0.81 4.02 -0.56  -1.42
C: -1.86 -2.90 -2.08  -0.29
C: 2.29 -2.20 -0.10  -0.60
C: 1.55 -0.47 -2.85  -0.56
C: 2.28 -0.91 0.64  0.30
C: -1.06 -3.22 -0.98  0.62
C: -0.33 -5.21 -2.16  -0.91
C: 2.66 -1.69 -4.58  0.24
C: 1.66 -1.60 -3.63  -0.30
C: -1.14 -4.88 -3.23  0.37
C: -3.23 -1.57 2.59  -1.67
C: 3.54 -0.62 -4.75  0.36
C: 3.57 1.96 2.55  -1.48
C: -0.37 3.88 0.74  0.69
C: -0.68 2.04 5.09  -1.43
C: -0.21 4.92 1.80  -1.42
C: 3.42 0.50 -3.97  0.43
C: -1.10 -2.39 0.24  -1.52
C: 3.37 -0.24 1.19  -1.87
C: -2.17 0.13 4.17  -1.62
C: 2.44 0.61 -2.95  0.22
C: -1.17 1.08 4.06  0.95
C: -0.83 2.73 -1.10  -0.08
C: -2.25 -0.50 2.93  0.59
C: -0.29 -4.38 -1.05  -0.01
B: 0.44 1.85 2.17  -1.21
H: -0.68 2.90 -3.21  0.42
H: -3.71 -1.39 1.63  0.27
H: -0.55 -2.85 1.06  0.62
H: 1.37 -2.36 -0.65  -0.55
H: -2.77 -0.09 5.03  0.50
H: -0.50 5.89 1.40  0.43
H: 0.38 1.90 5.29  0.27
H: 4.64 1.75 2.56  0.39
H: -2.15 -2.28 0.52  0.66
H: -1.23 1.89 6.01  0.38
H: 3.14 -2.23 -0.79  0.37
H: -1.10 4.93 -1.06  0.52
H: -2.52 -3.47 -4.05  0.43
H: -4.00 -1.59 3.35  0.44
H: -0.85 4.69 2.65  0.20
H: 0.32 -4.66 -0.20  0.37
H: -2.45 -2.00 -2.05  0.49
H: 3.40 2.92 2.06  0.26
H: -0.83 3.07 4.76  0.22
H: 0.82 4.98 2.16  0.25
H: 0.91 2.60 2.96  -0.06
H: 2.41 -3.03 0.60  0.37
H: 4.41 -0.53 1.13  0.50
H: 3.22 2.04 3.58  0.25
H: 0.27 -6.12 -2.20  0.43
H: -2.74 -2.55 2.56  0.26
H: -1.08 1.27 -2.64  -0.09
H: -2.30 2.53 -2.62  0.29



Record 2
C14H21NO2S | wB97M-V/def2-TZVPD

Calculated values
**ΔE to the lowest compared entry with this formula, charge and spin**: 63.4 kJ/mol
**Total energy**: -31279.09506 eV
**SMILES string**: CN(C1CCCCC1)S(=O)(=O)Cc1ccccc1
**Gap between HOMO and LUMO**: 9.732 eV
**Charge**: 0
**Lowest unoccupied orbital energy**: 0.7218 eV

Each line ends with the Mulliken charge.
Positions of all 39 atoms, in Å:
S: 0.47 -0.66 -0.81  1.26
O: -0.55 0.30 -1.12  -0.68
O: 1.12 -1.33 -1.90  -0.71
N: 1.62 -0.01 0.21  0.24
C: 1.31 3.79 0.47  -0.81
C: 1.44 1.30 0.81  -0.53
C: 0.01 2.71 2.32  -0.94
C: -3.58 -2.69 -1.39  -0.73
C: 2.98 -0.46 0.02  -1.07
C: -0.28 -1.95 0.26  -0.99
C: 0.03 3.83 1.29  -0.59
C: -1.32 -2.62 -0.56  0.38
C: -3.25 -3.76 -2.21  -0.39
C: -0.99 -3.68 -1.39  -0.30
C: -1.95 -4.25 -2.21  -0.62
C: 1.45 2.43 -0.22  -0.51
C: 0.14 1.35 1.62  -0.66
C: -2.62 -2.12 -0.57  -0.11
H: 3.61 0.32 -0.42  0.31
H: -0.70 1.20 0.95  0.31
H: 0.54 -2.61 0.53  0.47
H: -0.83 3.72 0.62  0.34
H: -0.67 -1.44 1.13  0.47
H: 2.28 1.44 1.50  0.54
H: 0.15 0.55 2.37  0.32
H: -2.88 -1.29 0.06  0.34
H: 3.41 -0.76 0.98  0.33
H: -4.58 -2.30 -1.39  0.37
H: 2.17 3.95 1.13  0.33
H: -1.68 -5.07 -2.86  0.37
H: -3.99 -4.20 -2.86  0.38
H: 1.31 4.58 -0.28  0.36
H: 0.62 2.28 -0.91  0.32
H: 2.96 -1.30 -0.66  0.39
H: -0.92 2.74 2.89  0.37
H: 2.38 2.40 -0.80  0.35
H: -0.06 4.80 1.79  0.33
H: 0.84 2.84 3.02  0.40
H: 0.02 -4.05 -1.40  0.35



Record 3
C2H3F2N | wB97M-V/def2-TZVPD

Calculated values
**ΔE to the lowest compared entry with this formula, charge and spin**: 491.2 kJ/mol
**Total energy**: -9041.54798 eV
**Gap between HOMO and LUMO (spin up / spin down)**: 10.134 / 10.134 eV
**Charge**: 0
**Lowest unoccupied orbital energy (spin up / spin down)**: -1.0205 / -1.0205 eV

Each line ends with the Mulliken charge.
Positions of all 8 atoms, in Å:
F: -1.12 0.27 -1.98  -0.54
F: -0.58 -0.97 1.68  -0.17
N: -0.36 -0.76 0.31  -0.07
C: -0.49 0.51 -0.08  0.25
C: 0.79 -0.14 -0.05  -0.34
H: 1.23 -0.58 -0.98  0.22
H: -0.90 1.41 0.36  0.36
H: 1.43 0.26 0.74  0.30



Record 4
C4H13N2O2 | wB97M-V/def2-TZVPD

Calculated values
**ΔE to the lowest compared entry with this formula, charge and spin**: 190.4 kJ/mol
**Total energy**: -11429.77570 eV
**Gap between HOMO and LUMO (spin up / spin down)**: 9.602 / 5.545 eV
**Charge**: 0
**Lowest unoccupied orbital energy (spin up / spin down)**: 0.6843 / -3.1991 eV
**2S+1**: 2

Each line ends with the Mulliken charge.
Positions of all 21 atoms, in Å:
O: -0.98 -1.28 0.97  -0.47
O: -0.97 -2.34 -1.26  -0.77
N: 0.39 0.32 -2.49  -0.60
N: -0.66 1.22 -0.26  -0.15
C: -0.07 1.43 -1.60  -0.67
C: 0.29 1.33 0.80  -0.80
C: -0.03 -1.15 1.91  -0.39
C: 1.00 0.10 1.53  -0.52
H: -0.41 -0.95 2.89  0.41
H: 0.85 -0.31 -1.85  0.25
H: -1.81 -2.77 -1.09  0.26
H: 0.86 2.08 -1.54  0.32
H: -0.75 -1.93 -0.18  0.40
H: -0.26 1.89 1.57  0.41
H: 1.17 1.96 0.62  0.37
H: -0.81 2.05 -2.14  0.39
H: -0.32 -0.26 -2.85  0.31
H: 1.51 0.44 2.50  0.35
H: 0.56 -2.06 2.01  0.30
H: -1.24 0.37 -0.25  0.30
H: 1.66 -0.16 0.71  0.32



Record 5
C33H35F9IrN3O2P2S | wB97M-V/def2-TZVPD

Calculated values
**ΔE to the lowest compared entry with this formula, charge and spin**: 234.6 kJ/mol
**Total energy**: -100042.68653 eV
**Gap between HOMO and LUMO (spin up / spin down)**: 8.292 / 6.296 eV
**Charge**: +3
**Lowest unoccupied orbital energy (spin up / spin down)**: -8.8562 / -10.8481 eV
**2S+1**: 2

Each line ends with the Mulliken charge.
Positions of all 86 atoms, in Å:
Ir: 0.30 -0.70 0.68  1.01
S: -1.16 1.56 -2.38  0.25
P: 2.42 -0.50 1.44  1.15
P: 1.45 -1.47 -1.25  1.06
F: -3.77 0.83 -2.36  -0.28
F: -5.14 -0.27 -0.11  -0.26
F: -2.09 -2.77 0.24  0.07
F: -3.70 -0.80 1.40  -0.17
F: -2.57 -0.74 -3.22  -0.21
F: -4.13 -2.82 -0.43  -0.25
F: -4.56 -1.17 -2.53  -0.21
F: -2.50 -2.94 -1.85  -0.26
F: -3.57 1.11 0.41  -0.23
O: 0.27 1.44 -2.06  -0.27
O: -1.63 -0.27 -0.67  0.78
N: 0.02 -2.53 1.65  0.94
N: -0.85 -0.15 2.26  0.69
N: 0.46 1.51 0.75  1.24
C: 1.34 3.69 0.29  -1.20
C: -2.67 0.48 4.20  -1.58
C: 2.69 0.66 2.80  -1.65
C: 0.25 -4.87 2.05  -1.05
C: -3.87 -0.19 0.22  0.20
C: 2.17 -3.14 -1.38  -1.58
C: 2.94 -0.43 -1.27  1.19
C: -1.30 2.05 -4.13  -0.79
C: -0.76 -4.84 2.99  -1.14
C: 1.30 2.32 0.09  -0.53
C: 3.68 -0.12 -2.40  -0.93
C: -2.33 -0.85 3.98  -0.61
C: -2.14 3.98 -2.88  -0.67
C: 4.82 0.67 -2.29  -0.79
C: 5.23 1.13 -1.05  -0.90
C: 0.58 -1.50 -2.84  -0.90
C: -1.19 3.57 -4.02  -0.65
C: -0.38 2.07 1.65  0.45
C: 0.60 -3.70 1.41  -0.32
C: -2.09 1.48 3.44  -0.74
C: -1.17 1.13 2.47  0.08
C: -1.34 -3.62 3.29  -0.53
C: -0.93 -2.48 2.63  1.12
C: 4.51 0.81 0.09  -0.86
C: 0.45 4.26 1.18  -1.41
C: -0.42 3.43 1.87  -0.43
C: -2.92 -2.36 -0.72  -0.23
C: -2.89 -0.80 -0.84  1.45
C: -1.42 -1.14 2.98  0.00
C: 3.37 0.02 -0.01  -0.61
C: -3.47 -0.49 -2.26  -0.38
C: -1.90 3.06 -1.67  -0.08
C: 3.23 -1.99 2.08  -1.06
H: 2.06 4.29 -0.25  0.65
H: -2.28 1.72 -4.48  0.46
H: -1.10 3.85 2.60  0.57
H: 3.24 -2.81 1.37  0.26
H: 2.64 -3.20 -2.37  0.56
H: -1.99 5.02 -2.59  0.36
H: 2.46 1.68 2.53  0.33
H: -3.40 0.72 4.97  0.51
H: 5.40 0.91 -3.17  0.48
H: 2.76 -2.30 3.01  0.42
H: -0.50 1.54 -4.66  0.41
H: 1.31 -1.73 -3.63  0.76
H: -2.11 -3.56 4.04  0.57
H: -1.48 4.03 -4.96  0.49
H: -0.13 -2.32 -2.79  0.45
H: 6.12 1.75 -0.97  0.49
H: -2.80 2.77 -1.15  0.25
H: -0.16 3.85 -3.80  0.29
H: -1.15 3.41 -0.96  0.00
H: 0.77 -5.79 1.80  0.53
H: 2.97 -3.32 -0.65  0.49
H: 0.06 -0.60 -3.09  -0.43
H: 1.38 -3.70 0.67  0.17
H: 3.38 -0.48 -3.38  0.51
H: -3.17 3.87 -3.21  0.36
H: 0.45 5.33 1.36  0.53
H: -2.77 -1.63 4.57  0.59
H: 1.41 -3.92 -1.33  0.55
H: -1.08 -5.74 3.49  0.50
H: 2.06 0.35 3.63  0.45
H: 4.85 1.17 1.06  0.49
H: 1.98 1.86 -0.60  0.28
H: 3.73 0.60 3.13  0.63
H: -2.36 2.51 3.61  0.62
H: 4.27 -1.73 2.29  0.51



Record 6
C4H5NO2 | wB97M-V/def2-TZVPD

Calculated values
**ΔE to the lowest compared entry with this formula, charge and spin**: 521.5 kJ/mol
**Total energy**: -9808.91028 eV
**Gap between HOMO and LUMO**: 9.196 eV
**Charge**: 0
**Lowest unoccupied orbital energy**: 0.3778 eV

Each line ends with the Mulliken charge.
Positions of all 12 atoms, in Å:
O: -0.70 1.44 -0.19  -0.18
O: 2.48 -1.19 0.47  -0.55
N: 0.61 1.38 0.77  -0.44
C: 0.46 0.56 -0.20  0.77
C: 1.83 -1.37 -0.54  0.04
C: 0.74 -0.51 -0.98  -0.61
C: -1.85 0.88 0.50  -0.55
H: 2.03 -2.24 -1.20  0.32
H: -2.68 0.94 -0.21  0.25
H: -2.02 1.50 1.38  0.25
H: -1.63 -0.15 0.78  0.34
H: 0.18 -0.69 -1.88  0.35



Record 7
C2H4NO3S | wB97M-V/def2-TZVPD

Calculated values
**ΔE to the lowest compared entry with this formula, charge and spin**: 187.1 kJ/mol
**Total energy**: -20605.83442 eV
**Gap between HOMO and LUMO**: 7.604 eV
**Charge**: -1
**Lowest unoccupied orbital energy**: 3.5780 eV

Each line ends with the Mulliken charge.
Positions of all 11 atoms, in Å:
S: 0.12 1.13 -0.29  0.62
O: 0.08 1.96 0.91  -0.56
O: -2.07 0.47 -0.20  -0.66
O: -2.67 -1.69 -0.03  -0.70
N: 1.93 1.13 -0.63  -0.63
C: -1.85 -0.76 0.01  0.62
C: -0.39 -1.05 0.28  -0.55
H: 2.29 0.26 -0.87  0.21
H: 2.43 1.58 0.16  0.22
H: 0.03 -1.32 1.31  0.24
H: 0.10 -1.71 -0.64  0.19



Record 8
C41H62BrF5O9 | wB97M-V/def2-TZVPD

Calculated values
**Total energy**: -145576.54619 eV
**SMILES string**: C=CC(=O)OCCCCCCc1ccc2c(c1CCCCCC)C(=O)c1c(ccc(Br)c1C(F)(F)C(F)(F)F)C2=O.CCO.CCO.CCO.CCO.CCO
**Gap between HOMO and LUMO**: 7.884 eV
**Charge**: 0
**Lowest unoccupied orbital energy**: -0.7105 eV

Each line ends with the Mulliken charge.
Positions of all 118 atoms, in Å:
Br: -4.42 -1.88 5.85  -0.14
F: -2.30 -2.66 1.58  -0.16
F: -2.60 -4.29 2.98  -0.27
F: -1.85 -2.88 4.99  -0.32
F: -4.03 -2.69 2.88  -0.25
F: -0.60 -2.23 3.38  -0.13
O: -1.62 -5.40 -1.86  -0.35
O: -1.82 3.84 3.00  -0.63
O: 3.36 -2.46 -1.91  -0.23
O: 0.38 -0.04 2.61  -0.61
O: 0.34 1.23 -5.91  -0.42
O: 6.02 -2.97 0.49  -0.41
O: 1.40 5.42 5.71  -0.52
O: -4.11 5.72 3.37  -0.45
O: -1.49 -6.64 0.00  -0.56
C: -2.76 -3.77 -3.22  -0.98
C: -3.34 -2.33 -3.27  -0.58
C: 8.08 -4.24 0.66  -1.13
C: -5.63 5.32 1.52  -0.89
C: -0.85 0.68 -2.74  -0.50
C: -4.08 0.73 4.97  -0.83
C: -2.30 -1.39 -2.60  0.41
C: 3.92 -2.94 -4.21  -1.34
C: -1.96 2.99 0.07  -1.31
C: -1.23 0.92 -7.73  -1.01
C: 7.36 -3.07 0.01  -0.23
C: 4.88 1.03 1.80  -1.54
C: -1.85 -2.16 3.84  0.56
C: -2.52 1.57 3.44  0.70
C: -3.52 -0.51 4.83  0.15
C: -3.58 1.80 4.27  -1.01
C: 0.03 -4.82 -0.08  0.41
C: -0.82 6.32 5.36  -0.59
C: -1.65 2.26 1.18  0.73
C: -2.43 -0.77 4.01  -0.18
C: 3.59 -1.88 -3.18  -0.08
C: 2.10 0.60 -0.27  0.02
C: -0.74 0.33 2.37  0.87
C: 0.65 6.40 5.01  -0.27
C: 3.65 0.62 -0.34  -1.03
C: -2.22 0.03 -3.19  -1.23
C: -2.73 -2.99 2.82  0.70
C: 4.37 -0.08 0.83  0.20
C: -0.51 1.91 -6.84  -0.25
C: 1.30 -5.25 0.05  -0.77
C: -4.95 6.35 2.41  -0.21
C: -2.47 -4.23 -1.80  0.83
C: -1.67 2.45 -1.16  -0.01
C: -1.09 1.21 -1.33  0.05
C: -0.73 0.47 -0.19  -0.12
C: -1.04 1.02 1.04  0.50
C: 1.53 -0.80 -0.01  -0.34
C: -1.93 0.33 3.32  -0.36
C: -0.03 -0.88 -0.22  1.12
C: -1.08 -5.68 -0.63  0.47
C: -1.98 2.71 2.58  -0.09
H: 2.68 -1.34 -3.47  0.15
H: -1.89 1.43 -8.43  0.35
H: 0.09 2.60 -7.44  0.32
H: -5.68 6.94 2.95  0.31
H: 1.05 7.38 5.28  0.31
H: 0.98 0.73 -6.42  0.26
H: 3.95 1.68 -0.33  0.72
H: 0.80 6.25 3.93  0.23
H: -0.52 0.32 -8.30  0.33
H: -0.44 -1.46 0.62  -2.00
H: -3.45 5.20 2.89  0.24
H: 4.82 -3.50 -3.92  0.33
H: 6.06 -2.83 1.44  0.25
H: 3.11 -3.66 -4.29  0.31
H: 4.41 -1.15 -3.10  0.33
H: 1.71 0.97 -1.23  -0.08
H: 1.77 1.28 0.53  0.22
H: 5.26 0.56 2.71  0.41
H: -4.30 -2.34 -2.74  0.36
H: 7.55 -5.17 0.45  0.29
H: -4.94 0.88 5.61  0.43
H: -3.43 -2.07 -4.32  0.32
H: -2.45 3.96 0.15  0.58
H: 5.67 1.58 1.27  0.39
H: 4.09 -2.50 -5.20  0.40
H: 2.00 -1.49 -0.73  0.23
H: -2.99 0.63 -2.68  0.48
H: 1.56 -6.17 0.57  0.27
H: -4.02 2.80 4.33  0.66
H: -0.21 -3.81 0.26  -0.02
H: 8.11 -4.11 1.74  0.35
H: -3.53 -4.45 -3.62  0.40
H: -0.97 6.46 6.43  0.33
H: -2.51 -1.35 -1.53  -0.13
H: -0.17 -1.42 -1.15  0.72
H: 5.18 -0.69 0.41  -0.05
H: -4.34 7.03 1.81  0.27
H: 3.97 0.24 -1.32  0.08
H: -0.60 1.52 -3.39  0.68
H: -6.28 5.81 0.79  0.37
H: 1.77 -1.19 0.98  0.51
H: -3.38 -4.53 -1.25  0.28
H: -1.40 7.08 4.83  0.27
H: 7.88 -2.13 0.22  0.28
H: -1.23 2.49 -6.26  0.28
H: -0.05 -0.07 -2.72  -0.37
H: 7.31 -3.20 -1.07  0.27
H: -1.90 -3.84 -3.88  0.35
H: -1.93 3.05 -2.03  0.48
H: 2.14 -4.67 -0.33  0.22
H: 3.72 -0.73 1.43  0.27
H: -1.32 -1.85 -2.77  0.22
H: -1.83 0.22 -7.13  0.21
H: -4.89 4.72 0.99  0.16
H: 9.10 -4.32 0.29  0.35
H: 1.05 4.56 5.47  0.29
H: -1.23 5.34 5.11  -0.03
H: -1.94 -3.49 -1.19  -0.63
H: -6.23 4.64 2.13  0.24
H: 4.16 -2.93 -1.64  0.12
H: 4.03 1.68 2.02  0.30
H: -2.36 0.08 -4.27  0.20



Record 9
CH4O4Si | wB97M-V/def2-TZVPD

Calculated values
**ΔE to the lowest compared entry with this formula, charge and spin**: 311.8 kJ/mol
**Total energy**: -17169.44596 eV
**Gap between HOMO and LUMO (spin up / spin down)**: 8.126 / 7.295 eV
**Charge**: 0
**Lowest unoccupied orbital energy (spin up / spin down)**: -0.3786 / -0.1052 eV

Each line ends with the Mulliken charge.
Positions of all 10 atoms, in Å:
Si: -0.89 0.00 0.10  0.38
O: -1.03 -1.31 1.08  -0.44
O: -1.95 1.14 0.48  -0.42
O: -1.05 -0.30 -1.51  -0.45
O: 3.21 -0.13 -0.41  -0.33
C: 2.46 0.49 0.27  0.00
H: -0.37 -0.81 -1.98  0.33
H: -2.88 1.45 0.28  0.35
H: 2.77 1.41 0.71  0.24
H: -0.26 -1.93 0.99  0.33



Record 10
C24H26CoN5OSe2 | wB97M-V/def2-TZVPD

Calculated values
**ΔE to the lowest compared entry with this formula, charge and spin**: 4.0 kJ/mol
**Total energy**: -203114.51740 eV
**Gap between HOMO and LUMO (spin up / spin down)**: 7.652 / 7.648 eV
**Charge**: +2
**Lowest unoccupied orbital energy (spin up / spin down)**: -6.8031 / -6.8069 eV

Each line ends with the Mulliken charge.
Positions of all 59 atoms, in Å:
Se: -0.86 2.47 -3.25  0.10
Se: 0.02 3.32 -1.30  0.07
Co: -0.21 0.30 -0.18  -1.60
O: 1.53 0.30 -0.16  -0.25
N: 0.01 -0.06 -2.17  1.27
N: -0.43 -1.93 1.94  0.09
N: -1.42 -1.21 -0.07  1.47
N: -1.77 1.55 -0.03  1.08
N: -0.10 0.39 1.76  1.39
C: -1.92 -3.38 0.78  -0.89
C: 0.91 -1.81 -3.56  -0.75
C: -3.54 3.50 0.86  -0.35
C: 0.55 -1.28 -2.34  -0.08
C: 0.71 0.51 4.40  -0.53
C: -1.26 -2.15 0.86  0.41
C: -2.33 -1.42 -1.06  -0.54
C: -3.04 -2.57 -1.18  -0.93
C: 2.93 0.08 -0.02  0.83
C: -2.38 3.85 0.18  -0.86
C: 3.45 1.03 1.05  -1.42
C: 0.74 -1.03 -4.69  -0.61
C: -3.81 2.16 1.05  -1.04
C: 3.59 0.33 -1.36  -1.40
C: -1.53 2.86 -0.26  0.26
C: 0.25 1.57 2.33  -0.32
C: 0.36 -0.69 3.83  -1.09
C: 0.64 1.67 3.63  -0.84
C: -2.81 -3.60 -0.25  -0.64
C: -0.06 -0.71 2.49  0.54
C: 0.24 0.25 -4.53  -0.75
C: -0.12 0.70 -3.27  0.05
C: 3.10 -1.38 0.42  -1.25
C: -2.90 1.22 0.61  -0.19
H: 3.21 2.06 0.79  0.31
H: 0.14 0.91 -5.38  0.49
H: 4.16 -1.59 0.60  0.50
H: 2.56 -1.56 1.35  0.21
H: 1.03 0.55 5.43  0.46
H: 3.49 1.38 -1.65  0.32
H: 1.02 -1.39 -5.67  0.45
H: 2.74 -2.06 -0.34  0.29
H: -4.22 4.27 1.21  0.47
H: 0.71 -1.86 -1.44  0.19
H: -0.33 -2.71 2.56  0.33
H: -4.71 1.83 1.56  0.49
H: 3.01 0.80 2.03  0.24
H: 4.53 0.94 1.13  0.50
H: -3.34 -4.54 -0.32  0.47
H: -1.75 -4.14 1.53  0.50
H: -3.76 -2.69 -1.98  0.50
H: 0.39 -1.61 4.39  0.52
H: 0.24 2.43 1.67  0.41
H: -2.15 4.89 -0.03  0.51
H: -3.07 0.18 0.79  0.38
H: 3.14 -0.29 -2.14  0.27
H: 0.91 2.64 4.04  0.48
H: -2.46 -0.60 -1.75  0.49
H: 1.32 -2.81 -3.61  0.50
H: 4.66 0.10 -1.31  0.48